The following is a quantum chemistry calculation of a 2-piece molecular cluster, C10H16 overall, from the OMol25 dataset.

Each line ends with the Löwdin charge.
CARTESIAN COORDINATES (ANGSTROEM)
C 0.8823 1.5299 2.0863  -0.0104
C 0.7671 1.6559 0.5532  -0.2457
C 1.0242 0.5982 -0.2924  -0.0872
C 0.9422 0.7097 -1.7093  -0.0999
C 0.2883 1.8332 -2.2750  -0.1063
C -0.0675 2.9153 -1.4730  -0.0796
C 0.2363 2.7986 -0.0930  -0.0455
H 1.7620 1.1282 2.4269  0.0534
H 0.0477 0.9870 2.3850  0.0579
H 0.6690 2.5140 2.3845  0.0564
H 1.2219 -0.4283 0.0855  0.1064
H 1.2916 -0.2498 -2.1188  0.1043
H 0.0714 1.6944 -3.3913  0.1205
H -0.2717 3.8914 -1.8533  0.0907
H -0.0530 3.5789 0.5511  0.0833
C -0.2298 -2.8172 1.3912  -0.0985
C -0.4200 -2.5675 -0.1779  -0.2938
C -1.4633 -1.4746 -0.5295  -0.1462
H 0.6732 -2.4903 1.7925  0.0212
H -1.0009 -2.1999 1.9061  0.0657
H -0.4146 -3.9369 1.5019  0.0835
H -0.9922 -3.5129 -0.5828  0.1180
H 0.4906 -2.5922 -0.6426  0.0407
H -1.1625 -0.8251 -1.4722  0.0914
H -1.7712 -0.8753 0.3044  0.0370
H -2.5213 -1.8647 -0.7578  0.0828

## Properties
**HOMO energy**: -9.0 eV
**LUMO energy**: 1.03 eV
**SMILES**: Cc1ccccc1.CCC
**Orbital gap**: 10.005 eV